No. 1
Computed, not measured: a molecular structure, C43H37AsN12PSTc at a distorted geometry, with ωB97M-V/def2-TZVPD.

Its total charge is +3. The calculation puts the lowest unoccupied orbital energy (spin up / spin down) at -7.501 / -10.432 eV. The value obtained for the frontier orbital gap (spin up / spin down) is 0.2739 / 0.1661 hartree. The value obtained for the HOMO energy (spin up / spin down) is -15.0 / -15.0 eV. The spin multiplicity is 4.

```
96
C43H37AsN12PSTc, DFT ωB97M-V/def2-TZVPD
Tc 0.35 -0.51 -0.23
C -1.94 -3.54 3.87
N -1.87 -2.69 2.71
C -2.93 -2.21 2.01
C -2.43 -1.46 0.99
N -1.07 -1.47 1.06
C -0.75 -2.23 2.11
P 0.97 -2.54 2.70
C 1.43 -0.77 2.62
N 1.28 0.05 1.56
C 1.78 1.25 1.93
C 2.22 1.17 3.22
N 1.98 -0.09 3.65
C 2.22 -0.56 4.99
C 1.63 -2.99 1.04
N 1.50 -2.25 -0.07
C 2.18 -2.89 -1.04
C 2.71 -4.05 -0.53
N 2.35 -4.10 0.77
C 2.65 -5.18 1.68
H -2.98 -3.81 4.05
H -1.56 -3.02 4.75
H -1.36 -4.45 3.73
H -3.95 -2.41 2.28
H -2.94 -0.93 0.21
H 1.83 2.08 1.25
H 2.68 1.91 3.85
H 3.28 -0.44 5.26
H 1.95 -1.61 5.08
H 1.62 0.03 5.68
H 2.29 -2.49 -2.03
H 3.31 -4.81 -1.00
H 3.40 -5.82 1.22
H 1.75 -5.77 1.87
H 3.04 -4.81 2.62
C 2.69 2.58 -3.95
N 1.71 1.55 -4.15
C 1.04 1.33 -5.32
C 0.23 0.25 -5.14
N 0.41 -0.19 -3.84
C 1.31 0.64 -3.23
S 1.94 0.55 -1.66
C -0.14 -1.39 -3.36
C -0.32 -2.41 -4.30
C -0.90 -3.60 -3.93
C -1.29 -3.73 -2.60
C -1.05 -2.69 -1.73
N -0.47 -1.53 -2.06
H 3.45 2.51 -4.73
H 3.16 2.46 -2.98
H 2.22 3.56 -4.01
H 1.20 1.93 -6.19
H -0.46 -0.20 -5.82
H 0.03 -2.28 -5.32
H -1.03 -4.40 -4.64
H -1.75 -4.63 -2.24
H -1.35 -2.81 -0.71
N 3.88 0.17 0.18
C 4.49 -0.59 0.80
C 5.10 -1.53 1.62
C 5.36 -2.81 1.13
N 5.42 -3.88 0.71
C 5.19 -1.24 2.98
N 5.13 -0.98 4.10
C 0.87 5.85 0.60
C 1.37 4.98 -0.36
C 0.80 3.73 -0.53
C -0.28 3.34 0.25
C -0.78 4.21 1.21
C -0.21 5.46 1.38
As -1.09 1.58 -0.09
C -2.28 2.03 -1.56
C -1.93 2.24 -2.88
C -2.91 2.61 -3.80
C -4.22 2.77 -3.38
C -4.58 2.57 -2.06
C -3.62 2.19 -1.13
C -3.83 1.96 0.30
C -5.06 2.07 0.96
C -5.13 1.85 2.32
C -3.99 1.53 3.04
C -2.76 1.41 2.40
C -2.68 1.64 1.03
H 1.32 6.82 0.73
H 2.22 5.28 -0.96
H 1.21 3.04 -1.26
H -1.62 3.92 1.84
H -0.60 6.14 2.12
H -0.90 2.15 -3.18
H -2.64 2.78 -4.83
H -4.97 3.07 -4.10
H -5.61 2.72 -1.76
H -5.95 2.32 0.40
H -6.08 1.94 2.83
H -4.05 1.37 4.11
H -1.86 1.17 2.96
```


No. 2
Computed, not measured: a molecular structure, C43H37N6O3S4Sn, with ωB97M-V/def2-TZVPD.

Its total charge is +1. The calculation puts the lowest unoccupied orbital energy at -2.515 eV. The value obtained for the frontier orbital gap is 0.2851 hartree. The value obtained for the HOMO energy is -10.3 eV.

```
94
C43H37N6O3S4Sn, DFT ωB97M-V/def2-TZVPD
Sn 0.80 -0.85 0.88
S 1.69 -4.98 -1.03
C 3.06 -4.64 -0.07
C 2.92 -3.48 0.64
C 1.67 -2.83 0.42
C 0.91 -3.54 -0.46
C -0.41 -3.10 -0.88
C -1.26 -3.81 -1.73
C -2.50 -3.28 -2.05
C -2.87 -2.05 -1.52
C -1.98 -1.39 -0.70
N -0.79 -1.91 -0.38
H 3.90 -5.32 -0.07
H 3.70 -3.11 1.31
H -0.95 -4.77 -2.12
H -3.16 -3.82 -2.70
H -3.83 -1.60 -1.76
H -2.21 -0.43 -0.28
S -3.96 -1.19 7.61
N -2.91 -2.26 7.00
C -2.51 -1.76 5.84
C -1.55 -2.39 4.95
C -0.94 -3.60 5.25
C -0.02 -4.12 4.37
C 0.27 -3.39 3.22
N -0.30 -2.23 2.91
C -1.22 -1.73 3.75
C -1.88 -0.46 3.40
N -1.58 0.07 2.21
C -2.11 1.24 1.88
C -2.99 1.94 2.70
C -3.34 1.38 3.91
C -2.78 0.16 4.28
C -3.10 -0.51 5.52
N -3.94 -0.08 6.45
H -1.20 -4.11 6.17
H 0.48 -5.06 4.55
H 1.01 -3.76 2.51
H -1.82 1.65 0.91
H -3.39 2.89 2.38
H -4.03 1.87 4.59
O -1.22 2.56 -1.01
C -1.77 2.52 -2.30
C -1.42 1.28 -3.09
C -2.07 1.04 -4.31
C -1.73 -0.07 -5.04
C -0.75 -0.93 -4.55
C -0.17 -0.61 -3.33
N -0.49 0.47 -2.61
H -0.27 2.76 -1.10
H -1.46 3.40 -2.88
H -2.86 2.58 -2.20
H -2.82 1.74 -4.66
H -2.21 -0.28 -5.99
H -0.44 -1.81 -5.09
H 0.60 -1.25 -2.91
O 2.29 -0.30 -0.98
S 3.38 -0.93 -1.82
C 4.92 -0.15 -1.23
C 5.05 1.36 -1.40
C 4.04 2.18 -0.58
C 3.97 3.63 -1.03
S 2.30 4.33 -0.86
O 1.41 3.33 -1.53
C 2.10 4.09 0.90
C 1.31 3.05 1.35
C 1.15 2.87 2.72
C 1.76 3.73 3.61
C 2.54 4.79 3.14
C 2.71 4.97 1.78
C 3.25 -0.17 -3.42
C 3.91 -0.77 -4.49
C 3.82 -0.18 -5.74
C 3.07 0.97 -5.92
C 2.40 1.55 -4.84
C 2.49 0.98 -3.58
H 5.71 -0.67 -1.75
H 4.95 -0.45 -0.18
H 4.95 1.61 -2.46
H 6.07 1.63 -1.12
H 4.28 2.12 0.48
H 3.05 1.74 -0.71
H 4.19 3.74 -2.09
H 4.65 4.30 -0.48
H 0.85 2.38 0.64
H 0.54 2.05 3.08
H 1.63 3.60 4.67
H 3.01 5.47 3.84
H 3.30 5.81 1.41
H 4.47 -1.68 -4.35
H 4.32 -0.63 -6.59
H 2.99 1.42 -6.90
H 1.81 2.44 -4.98
H 1.96 1.41 -2.73
```


No. 3
Computed, not measured: a molecular structure, C43H38Cl3F3N2O3S2SbSeSiTi, with ωB97M-V/def2-TZVPD.

Its total charge is -2. The calculation puts the lowest unoccupied orbital energy (spin up / spin down) at 3.957 / 3.957 eV. The value obtained for the frontier orbital gap (spin up / spin down) is 0.2259 / 0.2314 hartree. The value obtained for the HOMO energy (spin up / spin down) is -2.2 / -2.3 eV. The spin multiplicity is 2.

```
98
C43H38Cl3F3N2O3S2SbSeSiTi, DFT ωB97M-V/def2-TZVPD
Ti -1.37 -1.65 0.31
Cl 1.87 -5.10 5.80
C 0.77 -4.41 4.62
C -0.20 -5.21 4.04
C -1.06 -4.66 3.10
C -0.96 -3.31 2.72
O -1.79 -2.81 1.83
C 0.04 -2.52 3.33
C 0.19 -1.08 2.87
N 0.27 -1.04 1.43
C 1.48 -1.49 0.95
C 2.73 -0.96 1.26
C 3.91 -1.50 0.71
C 3.88 -2.55 -0.16
C 2.64 -3.13 -0.51
C 2.50 -4.24 -1.37
C 1.26 -4.75 -1.63
C 0.13 -4.14 -1.05
N 0.23 -3.10 -0.26
C 1.46 -2.59 0.03
C 0.90 -3.08 4.26
H -0.28 -6.25 4.32
H -1.83 -5.26 2.63
H 1.07 -0.65 3.35
H 2.79 -0.11 1.93
H 4.86 -1.05 0.98
H 4.80 -2.96 -0.58
H 3.39 -4.68 -1.81
H 1.13 -5.60 -2.28
H -0.87 -4.48 -1.27
H 1.67 -2.47 4.72
C -0.70 2.44 3.84
C -1.27 1.39 2.91
S -1.30 -0.25 3.55
C -1.95 1.71 1.79
C -2.22 3.18 1.52
S -2.63 0.62 0.60
H 0.16 2.04 4.37
H -1.43 2.74 4.60
H -0.39 3.34 3.31
H -2.55 3.69 2.43
H -2.99 3.28 0.76
H -1.32 3.69 1.16
F 5.69 4.41 2.46
C 4.66 3.86 1.77
C 3.52 3.49 2.46
C 2.48 2.92 1.75
C 2.56 2.72 0.37
C 3.73 3.09 -0.28
C 4.79 3.66 0.41
Sb 0.85 1.78 -0.59
C 0.07 3.65 -1.37
C 0.86 4.78 -1.61
C 0.32 5.93 -2.16
C -1.02 5.94 -2.47
F -1.56 7.07 -3.01
C -1.84 4.86 -2.24
C -1.28 3.71 -1.69
C 1.95 1.34 -2.39
C 2.84 0.27 -2.35
C 3.55 -0.12 -3.48
C 3.34 0.57 -4.65
F 4.03 0.20 -5.76
C 2.46 1.63 -4.74
C 1.77 2.01 -3.60
H 3.47 3.65 3.53
H 1.59 2.61 2.28
H 3.83 2.92 -1.35
H 5.71 3.95 -0.08
H 1.92 4.76 -1.37
H 0.92 6.81 -2.35
H -2.89 4.91 -2.49
H -1.92 2.86 -1.49
H 2.97 -0.30 -1.44
H 4.22 -0.97 -3.46
H 2.32 2.14 -5.69
H 1.07 2.83 -3.66
C -5.10 -2.08 1.63
Si -5.23 -2.25 -0.23
C -6.58 -3.52 -0.60
C -5.86 -0.61 -0.92
Se -3.32 -2.91 -1.17
H -6.05 -1.76 2.07
H -4.33 -1.34 1.88
H -4.81 -3.03 2.08
H -7.52 -3.25 -0.10
H -6.28 -4.51 -0.25
H -6.77 -3.59 -1.68
H -6.88 -0.41 -0.60
H -5.83 -0.63 -2.02
H -5.21 0.20 -0.58
Cl -1.69 -1.68 -4.84
C -0.75 -0.49 -3.91
Cl -1.74 0.95 -3.57
C -0.18 -1.17 -2.64
O 0.79 -1.89 -2.87
O -0.71 -0.86 -1.53
H 0.07 -0.17 -4.53
```